1.
{
  "formula": "C4H10N2O",
  "method": "ωB97M-V with the def2-TZVPD basis set",
  "species": ["C", "N", "C", "O", "C", "C", "N", "H", "H", "H", "H", "H", "H", "H", "H", "H", "H"],
  "xyz": [[1.001, -1.674, -1.311], [1.405, -0.710, -0.316], [0.615, 0.176, 0.387], [1.194, 0.863, 1.217], [-0.926, 0.060, 0.288], [-1.410, 1.242, 1.137], [-1.357, 0.239, -1.093], [1.701, -1.596, -2.148], [1.033, -2.714, -0.966], [0.027, -1.433, -1.749], [2.398, -0.585, -0.264], [-1.074, -0.982, 0.604], [-1.054, 2.143, 0.642], [-1.206, 1.190, 2.213], [-2.486, 1.257, 1.381], [-2.160, -0.319, -1.329], [-1.391, 1.207, -1.357]],
  "atomic_forces_ev_per_a": [[-0.051, -0.059, -0.907], [-1.091, -0.009, -0.558], [1.940, -1.329, 0.660], [-0.688, 0.550, -0.370], [1.125, 1.244, -0.180], [-1.651, -1.041, 1.664], [0.536, -0.937, 0.097], [0.010, -0.151, -0.001], [-0.116, 0.168, 0.170], [0.216, -0.123, 0.404], [0.043, 0.371, 0.514], [-0.697, 0.444, 0.192], [-0.160, 0.152, 0.494], [1.544, 0.153, -0.354], [-0.229, 0.039, -1.601], [-0.286, 0.450, -0.101], [-0.447, 0.077, -0.124]],
  "de_lowest_kcal_mol": 36.1,
  "gap_ev": 9.88,
  "fmax_ev_per_a": 2.6,
  "smiles": "CNC(=O)[C@@H](C)N",
  "total_energy_ha": -343.14393
}

=====

2.
{
  "formula": "C10H21Cl2NP",
  "method": "ωB97M-V with the def2-TZVPD basis set",
  "species": ["C", "C", "P", "C", "C", "C", "C", "C", "C", "N", "H", "H", "H", "H", "H", "H", "H", "H", "H", "H", "H", "H", "H", "H", "H", "H", "H", "Cl", "C", "C", "Cl", "H", "H", "H", "H"],
  "xyz": [[1.675, 2.313, -0.229], [2.605, 1.082, -0.247], [1.872, -0.515, -0.820], [2.500, -1.814, 0.354], [3.009, -1.407, 1.737], [0.106, -0.338, -0.205], [-0.264, 0.045, 1.251], [-0.802, -1.264, 1.865], [-1.161, -2.069, 0.678], [-0.624, -1.609, -0.379], [1.371, 2.566, 0.786], [0.773, 2.190, -0.829], [2.195, 3.181, -0.629], [3.072, 0.947, 0.726], [3.414, 1.266, -0.955], [1.665, -2.512, 0.475], [3.264, -2.374, -0.189], [3.123, -2.282, 2.378], [2.323, -0.721, 2.237], [3.979, -0.914, 1.681], [-0.363, 0.350, -0.913], [-1.005, 0.842, 1.238], [0.609, 0.376, 1.803], [-1.586, -1.183, 2.614], [0.026, -1.813, 2.339], [-1.789, -2.952, 0.669], [-0.740, -2.047, -1.288], [-2.178, 2.545, -1.161], [-3.245, 1.844, -2.413], [-4.257, 0.897, -1.819], [-3.443, -0.538, -1.116], [-2.606, 1.340, -3.134], [-3.757, 2.668, -2.904], [-4.938, 0.540, -2.588], [-4.824, 1.359, -1.016]],
  "atomic_forces_ev_per_a": [[0.042, -0.051, -0.070], [-0.001, 0.119, -0.044], [-0.108, -0.285, -0.052], [-0.026, 0.101, 0.142], [-0.015, 0.059, -0.033], [-0.192, 0.322, -0.022], [0.248, -0.285, -0.095], [0.328, 0.032, 0.057], [-0.146, -0.044, 0.272], [-0.116, -0.071, -0.198], [-0.077, -0.062, 0.004], [0.052, 0.012, -0.037], [0.011, 0.002, 0.034], [0.003, 0.026, 0.052], [0.041, -0.058, 0.045], [0.046, -0.088, -0.123], [0.017, 0.014, 0.054], [0.047, -0.003, -0.042], [0.044, -0.028, 0.045], [-0.011, -0.004, 0.003], [0.005, 0.052, 0.091], [-0.071, -0.071, 0.080], [-0.050, 0.205, -0.013], [-0.105, 0.085, -0.134], [-0.116, -0.018, 0.101], [0.133, -0.071, -0.092], [0.075, 0.071, -0.004], [-0.014, 0.013, -0.015], [-0.023, -0.030, -0.032], [0.059, 0.117, 0.038], [-0.121, -0.049, -0.031], [-0.013, 0.004, -0.016], [0.004, 0.029, 0.044], [0.039, -0.052, -0.011], [0.011, 0.008, 0.002]],
  "charge": 1,
  "gap_ev": 8.18,
  "fmax_ev_per_a": 0.4,
  "total_energy_ha": -1709.87935
}

=====

3.
{
  "formula": "C19H15N3PdS2",
  "method": "ωB97M-V with the def2-TZVPD basis set",
  "species": ["Pd", "S", "C", "N", "C", "C", "C", "C", "C", "C", "S", "H", "H", "H", "H", "C", "N", "C", "C", "C", "C", "C", "N", "C", "C", "C", "C", "C", "C", "H", "H", "H", "H", "H", "H", "H", "H", "H", "H", "H"],
  "xyz": [[1.785, -0.020, -0.636], [4.062, -0.353, -0.073], [3.307, -0.567, 1.469], [2.006, -0.681, 1.469], [1.479, -0.779, 2.743], [0.130, -0.886, 3.071], [-0.219, -0.993, 4.403], [0.756, -0.993, 5.405], [2.098, -0.882, 5.090], [2.451, -0.771, 3.751], [4.036, -0.599, 3.046], [-0.612, -0.880, 2.285], [-1.262, -1.077, 4.678], [0.458, -1.077, 6.441], [2.850, -0.873, 5.868], [-1.218, -0.781, -0.563], [-0.217, 0.258, -0.758], [-0.565, 1.501, -0.907], [0.432, 2.457, -1.143], [0.445, 3.856, -1.228], [1.779, 4.219, -1.372], [2.528, 3.028, -1.370], [1.722, 1.978, -1.240], [-1.917, -1.165, -1.847], [-3.301, -1.260, -1.895], [-3.944, -1.622, -3.073], [-3.203, -1.885, -4.213], [-1.817, -1.787, -4.173], [-1.179, -1.430, -2.998], [-1.960, -0.458, 0.174], [-0.708, -1.651, -0.144], [-1.616, 1.785, -0.854], [-0.414, 4.506, -1.182], [2.177, 5.214, -1.478], [3.595, 2.904, -1.476], [-3.884, -1.050, -1.005], [-5.024, -1.692, -3.098], [-3.701, -2.160, -5.134], [-1.234, -1.989, -5.063], [-0.099, -1.343, -2.970]],
  "atomic_forces_ev_per_a": [[-0.014, 0.895, 0.789], [-0.263, 0.197, 0.008], [0.037, -0.065, -0.107], [-0.007, -0.562, -0.260], [0.030, 0.002, 0.035], [0.029, -0.002, -0.020], [0.000, 0.000, 0.009], [-0.009, 0.001, 0.005], [0.002, 0.013, -0.004], [-0.033, 0.009, 0.004], [0.023, 0.025, -0.041], [-0.016, -0.011, 0.026], [-0.001, 0.003, -0.003], [-0.002, -0.001, -0.001], [0.006, -0.008, -0.005], [-0.015, -0.018, -0.020], [0.159, 0.051, 0.058], [-0.083, -0.054, -0.083], [0.020, 0.100, 0.001], [-0.002, -0.059, -0.023], [0.031, -0.016, -0.010], [0.043, 0.014, -0.054], [0.059, -0.504, -0.323], [0.010, 0.002, -0.005], [0.000, -0.013, 0.000], [0.000, -0.002, 0.002], [0.000, 0.001, -0.003], [-0.006, -0.002, -0.003], [0.005, 0.003, 0.014], [-0.006, 0.014, -0.008], [-0.003, 0.007, 0.007], [-0.003, -0.030, -0.006], [0.006, 0.006, 0.008], [0.001, -0.003, -0.004], [0.000, 0.002, 0.027], [-0.002, 0.004, -0.002], [0.000, 0.002, 0.001], [0.001, -0.004, 0.001], [0.003, 0.002, 0.002], [0.000, 0.001, -0.011]],
  "de_lowest_kcal_mol": 0.0,
  "gap_ev": 7.23,
  "fmax_ev_per_a": 1.2,
  "total_energy_ha": -1821.56330
}

=====

4.
{
  "formula": "C8H15N2O2",
  "method": "ωB97M-V with the def2-TZVPD basis set",
  "species": ["C", "C", "C", "C", "C", "C", "C", "C", "N", "N", "O", "O", "H", "H", "H", "H", "H", "H", "H", "H", "H", "H", "H", "H", "H", "H", "H"],
  "xyz": [[-2.652, -0.259, 0.398], [-2.716, 1.167, -0.009], [-1.786, -1.176, -0.065], [-0.557, 2.345, -0.291], [-1.451, -2.543, 0.449], [3.611, 0.835, -0.564], [2.043, 0.308, 1.418], [2.266, 0.352, -0.084], [-1.492, 1.700, -0.680], [-0.939, -0.875, -1.223], [0.443, 2.840, 0.021], [1.465, -0.143, -0.858], [-3.303, -0.359, 1.235], [-3.502, 1.308, -0.797], [-1.400, -3.149, -0.376], [-2.315, -2.831, 0.927], [-0.424, -2.573, 0.991], [4.031, 1.803, -0.019], [4.458, 0.164, -0.455], [3.460, 0.795, -1.679], [1.843, -0.701, 1.867], [1.095, 0.917, 1.475], [2.843, 0.707, 1.935], [-2.965, 1.891, 0.800], [-1.293, 0.008, -1.491], [-0.954, -1.603, -1.901], [0.193, -0.929, -1.024]],
  "atomic_forces_ev_per_a": [[1.612, 0.029, -0.251], [-0.392, 2.231, -1.831], [0.281, -0.162, 0.719], [0.473, -0.551, 0.368], [1.782, 2.517, 0.855], [0.008, 1.748, -0.958], [-2.969, -0.643, -1.342], [1.970, -1.665, 1.865], [-1.087, -0.499, 0.053], [1.725, -1.360, 1.681], [0.186, 0.637, -0.041], [0.302, 0.215, -0.476], [-0.201, -1.121, 0.531], [0.338, -0.144, 0.834], [0.443, -1.850, -2.066], [-1.327, -1.171, 2.120], [-2.044, 0.017, -0.519], [-1.364, -1.683, -1.603], [-0.324, -0.801, 0.694], [0.587, 1.179, 0.895], [0.033, 0.708, -0.917], [0.990, -0.447, 0.775], [1.421, 1.204, 1.097], [0.034, -1.010, -0.265], [0.672, 1.524, -1.557], [-1.095, -0.566, -1.086], [-2.055, 1.665, 0.426]],
  "charge": 1,
  "de_lowest_kcal_mol": 12.4,
  "gap_ev": 10.98,
  "fmax_ev_per_a": 3.3,
  "total_energy_ha": -573.51660
}

=====

So what do the calculations give for E_HOMO? Going down the list: -8.98 -11.96 -7.87 -13.75 eV.